DFT (ωB97M-V with the def2-TZVPD basis set) results for a molecular structure, C28H49LaN2O2P3 in a non-equilibrium geometry.

Calculated values
Kohn-Sham gap = 6.4 eV
LUMO energy = -9.095 eV
Relative energy (zero: lowest compared OMol25 entry of this formula, charge and spin) = 18.6 kcal/mol
Total charge = +3

The geometry in XYZ format:
```
85
Properties=species:S:1:pos:R:3:forces:R:3
La -0.6502 0.7377 0.0978 2.48 -1.19 1.08
P -0.3283 -1.3033 -2.2425 0.28 -1.24 -0.37
P -3.7408 0.1262 -1.1438 1.86 -2.40 1.64
P -0.4117 2.8470 2.0482 0.17 1.38 0.71
O -0.2554 2.1948 -1.3277 -0.76 -0.72 -0.97
O 0.9715 -0.7024 1.1521 -0.54 0.00 0.43
N 1.6522 -2.5755 2.3931 -0.32 0.37 -0.79
N 1.9561 -2.8592 3.6861 0.09 0.37 0.16
C -0.9091 2.7269 3.7856 -0.19 -0.26 0.28
C 2.7538 -4.3341 -0.6782 -0.13 -0.05 -0.12
C -0.9771 -1.3581 -3.9505 -0.19 0.34 -0.29
C -4.5667 1.0322 0.1765 0.12 0.11 -0.37
C 2.5826 -3.3310 0.2746 0.29 -0.17 0.56
C -1.7620 3.3432 -2.9108 0.42 -0.13 0.37
C 0.2213 4.3436 -1.8671 -0.48 -0.22 0.08
C -3.9842 -1.6748 -1.0409 -0.33 0.74 0.08
C 2.5272 -4.1256 4.0602 0.28 -0.63 0.31
C 1.2963 -1.2646 2.2845 0.19 0.20 0.36
C -0.6255 3.2623 -2.0872 0.65 0.43 0.20
C -2.1005 4.5941 -3.4188 0.32 0.85 -0.12
C -0.6254 -3.0492 -1.7166 0.01 0.37 -0.02
C -1.2936 5.7026 -3.1542 -0.24 0.66 0.23
C 2.0533 -5.5403 -0.5690 -0.31 0.34 0.19
C 3.8744 1.5807 -1.8667 -1.56 0.73 -1.46
C -4.0323 0.6676 -2.7711 -0.42 0.89 -0.79
C 1.3919 -0.7402 3.5988 -0.28 0.57 -0.93
C -0.1595 5.5695 -2.3549 0.84 0.61 0.03
C 0.9934 -4.7342 1.4560 0.11 0.02 0.27
C 2.2040 -1.7181 5.8565 -0.06 0.40 0.36
C 1.1666 -5.7322 0.5008 0.09 -0.05 -0.26
C 1.3908 3.1512 2.1048 0.27 -0.30 -0.11
C -1.0223 4.5203 1.6165 -0.09 -0.42 -0.17
C 1.8378 -1.7417 4.4241 0.05 -0.69 -0.26
C 3.1368 2.1122 -2.8719 0.52 -0.36 0.80
C 1.7414 -3.5610 1.3670 -0.05 -0.24 -0.81
C 1.4763 -1.3340 -2.5433 0.30 0.25 0.00
H -5.0588 -1.6974 -1.1041 -0.62 -1.06 -0.02
H -2.1075 4.5668 1.7523 0.17 0.13 0.04
H -3.5087 -2.1454 -1.9211 -0.34 0.23 0.43
H 1.6962 -2.5283 6.4040 0.29 0.38 -0.07
H -0.5618 -2.2187 -4.4941 -0.08 0.21 0.23
H 1.8839 -0.7430 6.2553 0.20 -0.48 0.09
H 3.4463 -4.1807 -1.5091 -0.22 -0.04 0.27
H -3.6088 -2.1057 -0.0880 -0.35 0.33 -0.63
H -4.3712 2.1231 0.1065 -0.21 -0.61 -0.01
H 4.2980 0.5942 -1.9532 0.23 -0.10 0.06
H -1.9320 2.3192 3.8210 0.32 0.24 0.21
H -0.5135 5.1949 2.3085 -0.22 0.18 -0.15
H 2.7159 -4.0511 5.1325 0.10 -0.25 -0.23
H 3.4663 -4.3228 3.5197 -0.32 0.13 0.22
H -4.3042 0.6445 1.1826 -0.26 0.09 -0.63
H -0.6971 -0.4454 -4.4929 -0.06 -0.16 0.11
H -4.9707 0.1551 -3.0601 0.27 0.31 -0.06
H 1.7009 -1.8968 -3.4608 -0.14 0.10 0.23
H 1.8239 3.1086 1.0928 -0.10 0.07 0.30
H 0.4930 6.4006 -2.0617 -0.52 0.02 -0.54
H -5.6171 0.8144 -0.0714 -0.04 0.35 0.52
H 1.9952 -1.8198 -1.7058 -0.25 0.23 -0.19
H 2.1603 -6.3063 -1.3367 0.09 0.13 0.30
H -2.0713 -1.4420 -3.9686 0.19 -0.06 -0.01
H 3.1574 -2.4032 0.2522 -0.12 -0.28 -0.12
H 1.9002 2.4031 2.7308 -0.15 0.22 -0.22
H -4.1800 1.7609 -2.7222 -0.13 -0.45 -0.31
H -0.8928 3.7255 4.2441 0.03 -0.36 0.02
H -0.2416 2.0415 4.3294 -0.28 0.28 -0.08
H -1.6717 -3.1885 -1.4434 0.07 -0.16 -0.01
H 3.3004 -1.8008 5.9699 -0.50 -0.03 0.07
H 1.1772 0.2777 3.8765 0.10 -0.04 0.05
H 1.8661 -0.3125 -2.6542 -0.08 -0.26 0.01
H 0.3328 -4.8742 2.3161 0.10 -0.05 -0.41
H -0.3714 -3.7424 -2.5213 0.00 0.05 0.05
H 2.6986 3.1227 -2.7900 0.31 -0.68 -0.11
H 1.1124 4.1623 -1.2437 -0.54 0.35 -0.39
H 1.5660 4.1483 2.5196 0.06 -0.14 -0.02
H -0.7810 4.7697 0.5790 0.00 0.04 0.17
H 0.6155 -6.6695 0.5933 0.15 0.30 -0.05
H 1.8195 -4.9403 3.8710 0.29 0.20 0.18
H -2.9992 4.7682 -4.0080 0.22 -0.35 -0.02
H 2.9689 1.5698 -3.8162 0.18 0.36 0.48
H -2.3421 2.4729 -3.2168 0.34 0.18 0.33
H -2.3643 -0.1523 -0.7598 -1.61 0.74 -1.28
H -1.5547 6.7115 -3.5171 0.02 -0.78 0.12
H -3.2421 0.4339 -3.5038 -0.25 -0.06 0.47
H 3.9861 2.1331 -0.9507 0.32 0.05 0.23
H -0.0007 -3.2680 -0.8504 -0.03 -0.05 0.05
```
Positions in Å, forces in eV/Å.

Mulliken charges, unit e, in atom order:
1. La 0.653
2. P 0.498
3. P 1.105
4. P 0.517
5. O 0.017
6. O 0.005
7. N 0.603
8. N -0.058
9. C -1.121
10. C -0.405
11. C -1.449
12. C -1.122
13. C -0.561
14. C -0.425
15. C -0.618
16. C -1.276
17. C -0.872
18. C 0.467
19. C 0.799
20. C -0.653
21. C -0.682
22. C -0.778
23. C -0.572
24. C -0.575
25. C -1.238
26. C -0.760
27. C -0.650
28. C -0.097
29. C -1.696
30. C -0.891
31. C -1.069
32. C -1.233
33. C 0.805
34. C -0.472
35. C -0.195
36. C -0.313
37. H 0.557
38. H 0.390
39. H 0.325
40. H 0.421
41. H 0.483
42. H 0.359
43. H 0.437
44. H 0.433
45. H 0.445
46. H 0.313
47. H 0.364
48. H 0.495
49. H 0.384
50. H 0.326
51. H 0.460
52. H 0.388
53. H 0.518
54. H 0.521
55. H 0.188
56. H 0.404
57. H 0.422
58. H -0.091
59. H 0.454
60. H 0.386
61. H 0.621
62. H 0.320
63. H 0.579
64. H 0.415
65. H 0.369
66. H 0.279
67. H 0.381
68. H 0.067
69. H -0.183
70. H 0.683
71. H 0.476
72. H 0.188
73. H 0.495
74. H 0.466
75. H 0.239
76. H 0.436
77. H 0.357
78. H 0.441
79. H 0.338
80. H 0.536
81. H -0.317
82. H 0.397
83. H 0.350
84. H 0.271
85. H -0.279